C15H27FI2NO as an isolated structure at a distorted geometry, computed with ωB97M-V/def2-TZVPD.

Structure (XYZ):
```
47
Properties=species:S:1:pos:R:3:nbo_charge:R:1
H -3.00753 -1.43503 2.27631 0.241
H 3.63490 0.94943 -3.41734 0.213
C -2.03527 -0.97956 2.17881 -0.242
H -2.53854 0.30208 5.30525 0.230
H -0.17282 -1.68664 -0.64750 0.252
F 0.20880 -2.06220 1.94572 -0.324
H 2.17272 0.53562 -4.31348 0.186
I -2.58177 0.26944 -2.76249 0.273
H 1.10282 0.97849 0.26409 0.232
C -2.78900 0.13176 4.26577 -0.600
H 2.03858 1.11148 -6.83060 0.193
C -1.27569 0.68805 -1.18976 -0.129
H -3.52223 -0.66993 4.26725 0.205
O 3.13438 2.91393 -5.14876 -0.711
H -1.39975 -1.55222 5.29178 0.208
N -1.40402 -0.12804 -0.01313 -0.274
H -3.22029 1.02380 3.82347 0.207
H 1.03075 -0.16538 4.17894 0.197
C 0.57951 1.88465 -0.02806 -0.685
H 1.18255 -1.45197 5.39750 0.227
C -1.04876 -1.92370 1.40813 0.305
C 0.51166 -0.73270 4.94437 -0.602
H 0.25421 -0.01749 5.72301 0.210
H -2.46723 -3.13675 0.35650 0.230
C -1.71937 -3.26269 1.13619 -0.645
H 0.02992 2.25991 0.82934 0.235
H -1.92427 1.18847 1.51484 0.233
I -0.00019 2.89297 -2.83159 0.286
C -1.54220 -0.36976 3.50417 -0.209
C 3.64062 1.61794 -5.47226 0.093
H -1.00818 -4.01306 0.80583 0.247
H -3.24049 0.31558 0.86261 0.242
C 3.26180 0.61900 -4.38806 -0.631
C -0.32913 1.64614 -1.20761 -0.134
H 3.66960 -0.37002 -4.60029 0.216
C -0.77817 -1.36134 4.42275 -0.401
H 3.41027 1.90357 -7.59908 0.226
H -0.60158 -2.32418 3.96118 0.207
C 3.13059 1.17864 -6.83554 -0.630
C -0.80878 -1.24592 0.10491 0.283
H 2.17559 2.85344 -5.11492 0.447
H 3.53385 0.20503 -7.11585 0.215
H -0.91324 0.49870 3.34040 0.204
H -2.22729 -3.61830 2.02427 0.246
H 1.32998 2.61726 -0.28783 0.260
C -2.20192 0.19699 1.17604 -0.220
H 4.72458 1.72449 -5.50528 0.183
```

Its molar mass is 510.19 g/mol. The calculation puts the orbital gap at 0.28099 Eh. As for the highest occupied orbital energy: -12.170 eV. The total charge is +1. Its electronic energy is -38441.5677 eV.

C41H43FIrN7O3 as an isolated structure at a distorted geometry, computed with ωB97M-V/def2-TZVPD.

Structure (XYZ):
```
96
Properties=species:S:1:pos:R:3:mulliken_spin:R:1
H -3.02827 -0.05597 -0.17250 -0.007
H -2.38583 2.33964 -4.40621 0.000
C -3.47150 -1.78280 2.35332 -0.040
H 0.81724 1.39098 5.73116 0.002
C -1.42579 1.62336 -2.63213 0.000
C 1.83013 -3.66426 -0.95903 0.000
C -4.52468 -0.99923 2.80293 0.076
H -0.23690 5.17907 -0.40148 0.000
H 3.55131 -2.61810 -0.69629 0.000
H 3.46689 3.21794 -4.11671 0.000
C 2.29424 1.69646 -3.17034 -0.003
H -2.60721 -4.81878 -1.71486 0.000
N -0.94328 0.83882 1.58465 0.631
C -2.29346 -1.17903 1.97501 0.068
H 0.19989 -0.57958 -2.59673 0.002
C -0.25954 3.16160 2.43818 0.056
Ir -0.06889 0.29670 -0.17888 0.220
H -0.77425 5.09592 1.90063 0.001
H 4.04250 1.61028 2.91079 0.000
H -2.75111 -3.94838 -0.16652 0.000
C -3.80004 1.44023 -3.07925 0.002
C 1.01719 1.29201 -2.82341 -0.009
H 0.07494 3.45382 -0.47404 -0.004
H 1.13088 -0.72986 5.81000 0.001
C -0.02025 1.11620 3.78994 0.034
C -0.10271 -4.99013 -1.19666 0.000
N 0.83421 0.05074 -2.10977 -0.021
H 1.50156 4.60578 -4.69467 0.000
C 0.33109 3.84706 3.50205 -0.020
H -2.28222 -0.32459 4.56506 -0.004
H 1.72555 -0.42356 -2.00211 -0.002
H -4.92569 0.39909 -1.57331 0.000
C -3.95137 0.75711 -1.88264 -0.001
H -1.19702 -0.22591 5.94869 0.000
C 0.53110 1.87825 4.80914 -0.028
H 6.06909 -1.66063 4.80630 0.000
C -2.53501 1.85432 -3.44946 -0.001
C -3.16429 0.96256 2.56719 0.092
H -3.03312 2.02898 2.65279 0.013
C -0.39184 1.74928 2.57103 -0.018
C 5.29883 -1.29495 4.14080 -0.001
O 1.23639 -0.63233 1.42762 0.002
H 3.14775 1.07796 -2.91768 0.000
H 1.82933 -5.85536 -1.21989 0.000
C 1.11689 -0.95528 4.74245 -0.002
H -0.65150 -5.91222 -1.32964 0.000
H 0.43516 4.92124 3.41353 0.003
H -2.67884 -3.04176 -1.68291 0.000
H -2.44554 2.99733 0.48753 -0.006
H -4.64730 1.62208 -3.72670 0.000
C 0.73344 3.23386 4.66767 0.034
H -1.42212 -1.76579 5.12030 0.001
C -2.26703 3.93153 1.00815 0.007
H 1.11269 -2.04239 4.64646 0.000
H 5.81490 0.76817 4.43126 0.000
O -0.99997 -1.65136 -0.79773 -0.012
C -4.36732 0.37596 2.91110 -0.040
C -0.80376 4.13375 1.38451 -0.001
C 3.34116 -0.36357 2.45854 0.001
C 4.17564 0.55120 3.07868 -0.002
C -2.85280 0.51456 -1.07271 0.020
H -2.58549 4.73926 0.34585 0.000
H -0.75593 3.89282 -4.01211 0.000
C 4.44787 -2.19015 3.50800 0.003
C -2.31947 -3.92593 -1.16618 0.000
H -0.24672 -0.90592 3.12171 0.007
H 1.17072 3.81379 5.46978 0.001
N 2.51301 1.15440 0.92532 -0.002
C -1.56775 0.96203 -1.39854 -0.036
H -5.17947 0.99113 3.27299 0.001
H -5.45590 -1.46851 3.08970 0.003
C -2.10397 0.20588 2.05194 -0.039
C 0.09792 4.31420 0.17380 0.007
H -2.90520 3.96879 1.89251 -0.001
N 1.09058 -2.57876 -0.81951 0.001
C 5.16107 0.07031 3.92616 0.001
H -3.54550 -2.86056 2.29810 -0.001
C 3.45429 -1.72789 2.65816 0.000
O 1.63075 1.40371 0.00249 0.002
H 3.77293 -4.31299 -0.94971 0.000
C -0.24607 -2.64652 -0.89097 -0.006
C 1.36864 3.67108 -4.16657 -0.001
N 3.16298 -3.51582 -0.93131 0.000
C -0.13645 -0.37966 4.06583 0.015
N 2.30353 0.09317 1.56838 -0.013
C -1.33824 -0.68761 4.96903 0.004
H 2.75901 -2.39721 2.17083 -0.001
F -1.27305 -1.96858 1.59689 0.006
N -0.85743 -3.86947 -1.08679 0.000
H 4.54986 -3.25268 3.68407 0.000
C 1.24342 -4.95328 -1.13855 0.000
H 2.04221 -0.57825 4.31213 0.001
C 2.47166 2.89422 -3.84418 0.002
C 0.09772 3.26339 -3.79526 -0.001
H 1.13284 4.47876 0.47627 0.000
C -0.09843 2.07266 -3.10265 0.005
```

For the energy relative to the best compared isomer or geometry (same formula, charge and spin), the calculation gives 0.885 eV. Its molar mass is 893.06 g/mol. The calculation puts the orbital gap (spin up / spin down) at 0.29706 / 0.22754 Eh. Its spin multiplicity is 2. As for the highest occupied orbital energy (spin up / spin down): -10.278 / -10.290 eV. The total charge is +1. Its electronic energy is -65337.0891 eV.